C20H36ClF5N3O10S2Y as an isolated structure in a non-equilibrium geometry, computed with wB97M-V/def2-TZVPD.

The geometry in XYZ format:
```
78
Properties=species:S:1:pos:R:3:forces:R:3
Y 0.626208 -0.464796 -0.044949 -2.36 -1.90 -0.67
C -2.783821 -1.205014 -0.486678 0.43 -0.37 -1.48
O -2.514071 -1.437341 -1.882359 -0.24 -0.09 -0.13
O -1.609701 -1.034783 0.113300 0.58 0.91 0.96
C -3.857079 -0.059741 -0.509330 0.29 -0.25 0.03
F -3.364447 1.175664 -0.708587 0.08 -0.07 -0.01
F -4.754772 -0.306035 -1.492886 0.15 0.21 0.24
F -4.570177 -0.028145 0.634363 0.25 0.08 0.09
C -2.694965 -2.777753 -2.334877 -0.36 0.97 -0.57
C -2.102347 -2.855659 -3.731343 0.03 -1.21 -0.19
H -1.014699 -2.922893 -3.713016 0.03 0.29 0.04
H -2.464546 -3.773415 -4.209649 0.14 -0.13 0.16
H -2.426437 -2.090859 -4.433638 -0.06 0.41 0.41
H -3.767570 -2.991801 -2.388857 -0.08 -0.06 0.09
H -2.245656 -3.495313 -1.644781 0.23 0.00 -0.01
H -3.400027 -2.046099 -0.132675 0.20 -0.25 0.33
Cl 1.708119 -2.059859 -2.009174 -0.52 0.84 0.58
N 2.656364 0.471499 0.440745 4.09 -1.02 1.71
S 3.724996 1.416555 -0.274283 0.33 4.21 -4.21
O 4.521818 0.807698 -1.305011 -0.35 -0.05 1.49
O 4.308140 2.472410 0.509248 -0.78 -1.13 -0.05
F 2.615080 2.161209 -1.153659 -0.26 0.26 0.25
S 3.902475 -0.490100 1.130752 0.38 -3.15 3.62
O 4.791331 0.119303 2.091426 -0.54 0.89 -1.77
O 4.407847 -1.532986 0.306382 -0.64 0.76 -0.13
F 2.981267 -1.218981 2.199413 -0.72 -0.26 -0.46
O 0.458050 -0.215585 2.341104 -0.25 0.56 -0.32
C 0.034620 0.009818 3.461479 0.98 -1.60 -0.19
O 0.748445 0.672811 4.352307 -0.53 0.32 0.31
C 1.824715 1.458250 3.863936 2.22 0.79 -1.02
C 2.816823 1.957819 4.908441 -0.54 0.08 -0.17
C -1.231075 -0.622680 3.963752 0.38 1.91 0.04
H 1.470621 2.307346 3.270951 -0.59 0.03 0.40
H 2.476852 0.977440 3.131404 -0.62 -0.82 0.12
H 3.429690 1.185170 5.369766 -0.42 -0.24 0.16
H 2.323175 2.593032 5.643402 0.26 -0.02 0.17
H 3.540836 2.532494 4.327199 -0.13 0.29 0.11
H -1.549083 0.035801 4.774316 -0.40 -0.40 0.10
H -1.051399 -1.623454 4.337280 -0.11 -0.16 -0.22
H -1.892199 -0.521251 3.103336 -0.33 -0.66 0.22
O 1.106309 -2.619859 1.006300 -0.21 0.68 -0.76
C 1.059112 -3.702428 1.544753 -0.50 0.49 1.34
O 0.788753 -4.823091 0.950126 0.46 -1.03 0.00
C 0.577629 -4.827028 -0.469511 -1.13 0.02 -1.12
C -0.193108 -6.105713 -0.813673 1.15 0.04 0.41
C 1.225638 -3.823424 3.049651 0.31 -0.13 -0.91
H 1.498226 -4.788795 -1.049053 0.24 0.21 0.47
H 0.011557 -3.918282 -0.681306 0.09 -0.12 -0.31
H -1.178174 -6.092009 -0.356920 -0.07 -0.28 -0.09
H 0.431288 -6.927583 -0.449848 -0.42 -0.13 0.44
H -0.214071 -6.331793 -1.878739 -0.35 0.62 -0.14
H 2.261644 -3.534092 3.229569 -0.04 -0.08 0.33
H 1.019022 -4.834707 3.383536 0.08 0.02 0.12
H 0.570642 -3.097987 3.521098 -0.01 0.03 0.05
C -2.167089 3.290075 -3.116057 -1.49 -0.79 0.58
C -2.728025 2.029082 -3.781635 1.48 -0.81 -0.48
C -1.556338 1.012172 -4.133796 -1.54 0.92 -0.34
C -0.668062 0.855077 -2.998537 0.32 -0.17 -0.73
N 0.112574 0.812092 -2.162358 -0.18 -0.26 0.60
H -3.022231 3.934053 -2.896852 0.24 0.42 -0.34
H -1.425648 3.755200 -3.757931 0.08 0.22 0.19
H -1.804068 3.032089 -2.119174 0.53 0.03 -0.17
H -3.199525 2.287314 -4.728999 -0.11 -0.06 0.00
H -3.412703 1.413823 -3.203442 -0.25 0.60 0.35
H -1.041824 1.365284 -5.026819 0.53 0.08 0.29
H -2.048081 0.093561 -4.440409 0.34 -0.39 0.39
C 2.017029 5.218959 -0.072851 -0.26 -1.39 -0.44
C 0.624561 4.980571 -0.693980 0.56 1.15 0.66
C -0.386752 4.481501 0.356043 -0.92 -0.61 -0.88
C -0.321775 3.017371 0.470176 0.07 0.49 0.27
N -0.231054 1.882146 0.579109 0.23 -0.29 -0.31
H 2.822301 5.130627 -0.801100 -0.10 0.11 -0.11
H 2.131285 4.348928 0.580473 0.59 0.33 0.33
H 2.148719 6.152979 0.465002 -0.34 0.00 0.13
H 0.630052 4.252671 -1.503593 0.25 -0.01 0.00
H 0.245905 5.918277 -1.105430 -0.13 -0.09 -0.06
H -1.362824 4.709941 -0.084426 -0.20 -0.18 0.35
H -0.394298 4.873226 1.372045 0.46 0.39 -0.13
```
Positions in Å, forces in eV/Å.

Output
Energy relative to the best compared isomer or geometry (same formula, charge and spin) (kJ/mol): 187.4
Orbital gap (eV): 9.14
Largest force on an atom (eV/A): 5.97
Net charge: 0
HOMO level (hartree): -0.327

Atom charges from the Löwdin analysis, given in e for atoms 1 to 5:
1 Y 1.308
2 C -0.436
3 O -0.138
4 O -0.250
5 C -0.531